*i*
Density functional theory data (ωB97M-V with the def2-TZVPD basis set) for C7H10O2 in the gas phase.

Each line ends with the Mulliken charge.
Element x y z (Å)
C: -1.03 -0.42 1.55  0.25
C: -0.50 0.47 0.46  0.53
C: -1.48 0.81 -0.58  -1.02
O: -0.53 -0.07 2.76  -0.45
O: -1.77 -1.35 1.39  -0.58
H: -0.87 -0.72 3.40  0.34
H: 0.05 1.30 0.87  0.44
H: -1.74 1.87 -0.63  0.36
H: -2.35 0.17 -0.60  0.36
C: 0.72 -0.57 -0.28  0.05
C: 1.30 0.42 -1.38  -0.24
C: 1.68 -1.17 0.52  -1.03
C: 0.51 0.69 -2.35  -0.72
H: 0.05 -1.31 -0.74  0.33
H: 2.30 0.79 -1.17  0.30
H: -0.92 0.64 -1.63  0.10
H: 2.54 -0.61 0.88  0.28
H: 1.62 -2.21 0.79  0.33
H: 0.44 1.27 -3.26  0.38

As for the LUMO energy (spin up / spin down): -0.175 / -0.239 eV. The value obtained for the highest occupied orbital energy (spin up / spin down) is -8.1 / -8.0 eV.



*ii*
Density functional theory data (ωB97M-V with the def2-TZVPD basis set) for C7H10O2 in the gas phase.

Each line ends with the Mulliken charge.
Element x y z (Å)
C: 0.20 1.76 -0.79  -1.63
C: -0.34 0.68 0.10  1.28
C: 0.06 0.74 1.60  -0.82
C: 0.32 -0.73 0.13  1.46
C: 1.44 -1.08 -0.82  -1.59
C: -0.88 -1.61 0.10  -1.04
C: -1.96 -0.82 -0.02  -0.27
H: 1.27 1.97 -0.65  0.36
H: 0.06 1.47 -1.83  0.35
H: -0.26 2.73 -0.56  0.38
H: -0.81 0.64 2.25  0.27
H: 0.63 1.60 1.96  0.31
H: 1.80 -2.07 -0.48  0.40
H: 1.06 -1.09 -1.84  0.33
H: 2.26 -0.37 -0.63  0.38
H: -0.98 -2.69 0.19  0.33
H: -2.99 -1.15 -0.12  0.45
O: 0.85 -0.47 1.48  -0.49
O: -1.74 0.51 -0.08  -0.45

As for the LUMO energy: 0.983 eV. The value obtained for the highest occupied orbital energy is -8.8 eV. The structure (SMILES) is C[C@]12C=CO[C@@]1(C)CO2.



Which of them is the least stable? Correct choice: *i*.



*i*
Density functional theory data (ωB97M-V with the def2-TZVPD basis set) for C7H10O2 in the gas phase.

Each line ends with the Mulliken charge.
Element x y z (Å)
C: -0.38 1.17 -0.07  0.73
C: 0.40 0.07 -0.14  -0.41
C: -1.63 0.47 0.21  -0.18
C: -0.68 -0.99 0.01  1.49
C: 0.10 2.60 -0.15  -1.12
C: 1.93 -0.04 -0.51  -1.39
C: -0.60 -2.10 1.01  -1.60
O: -2.78 0.74 0.32  -0.58
O: -0.96 -1.51 -1.31  -0.58
H: -0.48 3.18 0.61  0.32
H: 0.00 3.04 -1.10  0.28
H: 1.11 2.63 0.41  0.32
H: 2.00 0.33 -1.54  0.30
H: 2.29 -1.00 -0.53  0.43
H: 2.44 0.77 0.08  0.31
H: 0.03 -2.86 0.67  0.55
H: -1.63 -2.24 1.30  0.40
H: -0.20 -1.76 1.98  0.37
H: -0.96 -2.49 -1.25  0.38

As for the LUMO energy: 0.689 eV. The value obtained for the highest occupied orbital energy is -8.7 eV. The structure (SMILES) is CC1=C(C)[C@](C)(O)C1=O.



*ii*
Density functional theory data (ωB97M-V with the def2-TZVPD basis set) for C7H10O2 in the gas phase.

Each line ends with the Mulliken charge.
Element x y z (Å)
C: 0.54 0.39 -0.77  0.14
C: -0.80 1.00 -0.61  -0.63
C: -1.13 0.31 0.70  -0.39
C: 0.12 0.68 1.59  -0.84
C: 1.14 0.24 0.62  -0.43
C: 0.50 -0.96 -0.12  0.39
C: -0.91 -1.17 0.35  -0.66
H: 0.80 0.40 -2.69  0.39
H: -1.51 0.69 -1.46  0.38
H: -0.76 2.11 -0.49  0.27
H: -2.13 0.57 1.10  0.35
H: 0.12 1.74 1.84  0.41
H: 0.03 0.07 2.55  0.34
H: 2.23 0.29 0.69  0.45
H: 1.69 -1.61 -1.46  0.37
H: -1.57 -1.50 -0.47  0.32
H: -0.92 -1.82 1.23  0.36
O: 1.38 0.58 -1.90  -0.59
O: 1.19 -1.99 -0.71  -0.63

As for the LUMO energy: 0.685 eV. The value obtained for the highest occupied orbital energy is -8.9 eV. The structure (SMILES) is O[C@]12C[C@@H]3C[C@H]1[C@@]2(O)C3.



*iii*
Density functional theory data (ωB97M-V with the def2-TZVPD basis set) for C7H10O2 in the gas phase.

Each line ends with the Mulliken charge.
Element x y z (Å)
C: 1.87 -1.15 0.11  -0.82
C: -1.54 -1.29 -1.15  -1.14
C: -0.84 -1.03 0.15  0.82
O: 0.72 -0.38 -0.27  -0.22
O: -0.85 -1.67 1.14  -0.46
H: 2.07 -1.89 -0.66  0.27
H: 1.68 -1.64 1.07  0.36
H: 2.72 -0.47 0.18  0.32
H: -2.62 -1.30 -0.96  0.37
H: -1.23 -2.28 -1.50  0.35
H: -1.30 -0.53 -1.89  0.33
C: 0.53 1.05 0.64  0.11
C: 1.29 2.12 0.21  -1.04
C: -1.03 1.01 0.47  -0.35
C: -2.13 1.51 0.38  -0.12
H: 0.73 0.73 1.66  0.26
H: 1.85 2.69 0.93  0.26
H: 1.17 2.53 -0.79  0.26
H: -3.10 1.96 0.28  0.43

As for the LUMO energy (spin up / spin down): -0.462 / -0.463 eV. The value obtained for the highest occupied orbital energy (spin up / spin down) is -6.9 / -6.9 eV.



Which of them is the least stable? Correct choice: *iii*.



*i*
Density functional theory data (ωB97M-V with the def2-TZVPD basis set) for 4 unconnected molecules or ions with the total composition H8O4.

Each line ends with the Löwdin spin population.
Element x y z (Å)
O: 1.20 -0.21 -0.88  0.35
H: 0.89 -0.73 -1.63  0.12
H: 2.15 -0.16 -1.00  0.12
O: 1.79 -0.86 2.01  0.12
H: 1.30 -0.61 1.23  0.03
H: 2.36 -1.57 1.71  0.04
O: -2.76 -0.51 0.12  0.06
H: -2.37 0.33 -0.13  0.01
H: -2.95 -0.94 -0.72  0.01
O: -0.88 1.60 -0.28  0.10
H: -0.67 2.52 -0.16  0.01
H: -0.04 1.15 -0.27  0.03

As for the spin multiplicity: 2. Its total charge is -1. As for the LUMO energy (spin up / spin down): 3.959 / 3.883 eV. The value obtained for the highest occupied orbital energy (spin up / spin down) is 0.6 / -7.5 eV.



*ii*
Density functional theory data (ωB97M-V with the def2-TZVPD basis set) for 4 unconnected molecules or ions with the total composition H8O4.

Each line ends with the Löwdin spin population.
Element x y z (Å)
O: -1.17 -0.05 -0.52  0.14
H: -0.67 -0.62 -1.11  0.05
H: -1.00 0.84 -0.85  0.03
O: 0.13 -2.55 -1.69  0.35
H: 0.25 -2.26 -2.59  0.11
H: 0.98 -2.93 -1.45  0.11
O: -0.47 0.28 2.18  0.07
H: -0.67 -0.10 1.32  0.01
H: 0.22 -0.28 2.54  0.02
O: 0.56 2.85 0.74  0.07
H: 1.07 2.55 -0.01  0.03
H: 0.78 2.25 1.44  0.01

As for the spin multiplicity: 2. Its total charge is -1. As for the LUMO energy (spin up / spin down): 3.888 / 3.849 eV. The value obtained for the highest occupied orbital energy (spin up / spin down) is 0.7 / -7.3 eV.



Which of them is the least stable? Correct choice: *ii*.



*i*
Density functional theory data (ωB97M-V with the def2-TZVPD basis set) for 3 unconnected molecules or ions with the total composition C3H3NO2S.

Each line ends with the Mulliken charge.
Element x y z (Å)
C: 1.73 2.34 1.19  0.07
C: -1.08 0.27 1.69  -0.37
C: -0.30 -2.51 -3.43  0.72
N: 2.00 1.35 1.69  -0.32
O: -0.26 -1.52 -4.03  -0.36
O: -0.25 -3.48 -2.82  -0.36
S: -0.51 -0.67 0.56  -0.16
H: 1.41 3.25 0.80  0.27
H: -2.02 0.78 1.57  0.27
H: -0.72 0.19 2.77  0.24

As for the LUMO energy: -0.258 eV. The value obtained for the highest occupied orbital energy is -8.7 eV. The structure (SMILES) is O=C=O.C#N.C=S.



*ii*
Density functional theory data (ωB97M-V with the def2-TZVPD basis set) for 2 unconnected molecules or ions with the total composition C3H3NO2S.

Each line ends with the Mulliken charge.
Element x y z (Å)
C: -1.10 1.86 -1.09  -0.18
C: 0.30 -1.30 1.54  0.26
C: -0.17 1.74 -0.33  -0.62
N: 0.87 -0.81 -0.72  -0.11
O: 0.12 -1.31 0.24  0.01
O: 1.33 -0.94 2.06  -0.47
S: 0.57 -1.21 -2.20  -0.01
H: -1.91 1.80 -1.72  0.44
H: -0.63 -1.82 1.89  0.30
H: 0.62 2.00 0.34  0.37

As for the LUMO energy (spin up / spin down): -1.582 / -1.581 eV. The value obtained for the highest occupied orbital energy (spin up / spin down) is -9.3 / -9.3 eV. The structure (SMILES) is O=CON=S.C#C.



Which of them is the least stable? Correct choice: *ii*.